# 1
101
Properties=species:S:1:pos:R:3:forces:R:3:mulliken_charge:R:1 method="wB97M-V/def2-TZVPD" total_energy_ev=-100570.5487 homo_energy_ev=-12.89 e_lumo_ev=-4.580 charge=+2 mol_weight_g_mol=935.91
In 0.241755 1.962759 1.881485 -0.058 0.094 -0.098 1.40
N 0.260184 -0.156426 1.929711 0.052 -0.058 0.023 -0.71
S -0.093781 -1.308429 1.105116 0.067 0.020 -0.012 1.55
N 0.660561 -1.473340 -0.346620 -0.100 0.021 -0.026 -0.09
S 0.076510 -1.087054 -1.728293 0.026 0.006 0.047 1.11
N -0.516345 0.322617 -1.992547 0.009 0.006 0.064 0.43
S 0.202118 1.738888 -1.584955 0.011 -0.003 -0.142 1.56
N 0.382088 2.125077 -0.195765 0.012 -0.017 0.173 -0.64
C -0.826453 2.848522 -2.510972 -0.032 0.011 0.048 0.54
C -0.444946 4.183977 -2.432761 0.026 0.016 0.033 -0.60
C -1.204189 5.137666 -3.085733 -0.034 -0.003 -0.030 -0.82
C -2.335050 4.756166 -3.800086 0.017 0.013 0.008 -0.53
C -2.704851 3.421805 -3.868387 0.011 -0.007 0.001 -0.87
C -1.946383 2.453343 -3.223713 0.003 -0.013 -0.041 0.08
C 1.737338 1.772162 -2.482298 -0.006 -0.019 0.002 0.27
C 1.750852 1.625621 -3.863095 -0.003 -0.001 -0.025 -0.54
C 2.966952 1.665677 -4.522626 0.008 -0.006 0.012 -0.79
C 4.142895 1.857148 -3.803706 -0.006 -0.006 0.002 -0.66
C 4.109919 2.011862 -2.425310 0.016 -0.005 -0.013 -0.76
C 2.896624 1.972275 -1.752462 -0.010 0.000 0.016 -0.42
C -1.223462 -2.178538 -2.227450 0.006 0.006 -0.036 0.72
C -0.910512 -3.534411 -2.226548 0.000 0.013 0.011 -0.93
C -1.884757 -4.439349 -2.604764 -0.020 -0.012 0.017 -0.85
C -3.148417 -3.986116 -2.971438 -0.004 -0.002 0.001 -0.66
C -3.442050 -2.630945 -2.962478 0.012 0.003 -0.001 -0.90
C -2.473555 -1.708855 -2.589566 0.010 -0.002 -0.013 -0.40
C 1.404282 -1.479587 -2.829640 0.008 -0.006 0.029 0.55
C 2.708667 -1.532644 -2.363331 0.012 0.000 0.004 -0.27
C 3.720655 -1.796364 -3.274572 -0.001 -0.002 -0.006 -0.75
C 3.419168 -2.008513 -4.612787 0.000 0.010 0.004 -0.66
C 2.104401 -1.948110 -5.059986 0.007 -0.009 -0.007 -0.85
C 1.082907 -1.675555 -4.167538 -0.013 0.015 -0.020 -0.85
C 0.342570 -2.835136 1.881904 -0.017 0.029 -0.001 -0.28
C -0.020960 -2.935131 3.221222 -0.015 0.010 0.025 0.09
C 0.251012 -4.107235 3.905794 0.020 -0.039 -0.017 -0.64
C 0.892000 -5.154465 3.251329 -0.012 0.012 0.020 -0.72
C 1.261175 -5.035034 1.918905 -0.008 0.008 -0.015 -0.86
C 0.980962 -3.869931 1.216985 0.019 -0.024 -0.018 -0.07
C -1.842576 -1.466578 0.784774 -0.026 -0.018 -0.020 1.42
C -2.548194 -0.289475 0.570069 0.004 -0.017 -0.007 -0.29
C -3.913771 -0.350481 0.344352 -0.011 -0.017 -0.017 -0.90
C -4.561533 -1.579599 0.342669 -0.009 -0.001 0.001 -0.88
C -3.846272 -2.750417 0.555674 0.016 -0.004 0.017 -1.25
C -2.477489 -2.702170 0.777351 0.004 0.009 -0.007 -0.58
H 0.434480 4.469677 -1.867851 -0.024 -0.007 0.006 0.48
H -0.917119 6.179156 -3.039338 0.003 -0.002 0.003 0.44
H -2.927038 5.505661 -4.308016 0.000 -0.005 0.002 0.43
H -3.581993 3.128294 -4.428907 -0.002 0.006 0.002 0.48
H -2.219117 1.411455 -3.283710 0.004 -0.026 0.000 0.42
H 0.826416 1.495817 -4.413426 0.009 -0.006 0.003 0.46
H 2.999114 1.560274 -5.598787 0.002 -0.001 0.004 0.50
H 5.089402 1.897337 -4.326811 -0.006 0.003 0.003 0.45
H 5.027410 2.175284 -1.875745 -0.003 -0.004 -0.003 0.49
H 2.832018 2.111577 -0.680787 0.001 -0.001 -0.004 0.52
H 0.080400 -3.873235 -1.950298 -0.007 -0.007 0.000 0.33
H -1.660276 -5.497239 -2.619648 0.002 0.007 0.000 0.51
H -3.906942 -4.697998 -3.269060 0.006 0.003 -0.004 0.45
H -4.426450 -2.285234 -3.248208 0.004 -0.002 0.004 0.53
H -2.685614 -0.651233 -2.567680 -0.006 0.021 0.002 0.45
H 2.922275 -1.380992 -1.314698 -0.008 -0.001 -0.008 0.47
H 4.745855 -1.846641 -2.933469 -0.003 0.002 -0.002 0.50
H 4.213896 -2.227968 -5.313491 -0.003 0.001 0.002 0.46
H 1.874146 -2.121033 -6.102436 0.001 0.002 0.003 0.47
H 0.055216 -1.630537 -4.506481 0.006 0.002 0.005 0.52
H -0.509626 -2.105048 3.716025 0.009 0.005 -0.017 0.00
H -0.040094 -4.201439 4.944087 0.000 0.008 -0.004 0.47
H 1.106639 -6.069099 3.787868 0.001 0.004 -0.002 0.43
H 1.769037 -5.849924 1.420936 0.001 0.001 0.006 0.46
H 1.272397 -3.761679 0.182217 -0.011 0.001 0.002 0.29
H -2.039680 0.666533 0.581926 0.003 0.003 -0.014 0.23
H -4.473509 0.561546 0.181428 -0.002 -0.004 0.004 0.57
H -5.630656 -1.625109 0.180956 0.004 0.004 0.004 0.49
H -4.354776 -3.705318 0.562143 0.002 0.004 -0.001 0.53
H -1.920978 -3.613086 0.953790 0.001 0.001 0.005 0.63
C 3.543714 5.646042 2.296362 0.003 -0.005 0.012 -0.64
O 3.604490 4.460507 3.128435 0.016 0.014 -0.009 -0.45
C 2.746700 3.510718 2.860544 -0.019 0.031 -0.037 0.74
O 1.915024 3.551376 1.949228 0.002 -0.048 0.033 -0.61
N 2.873721 2.450474 3.690066 -0.063 0.009 0.019 -0.27
N 1.974703 1.400947 3.519779 0.088 -0.023 0.006 -0.32
H 4.323373 6.294124 2.677643 0.003 0.003 0.000 0.25
H 2.568246 6.114178 2.394696 -0.003 0.001 0.000 0.29
H 3.733231 5.378256 1.260474 0.000 -0.001 -0.003 0.29
H 3.544097 2.462310 4.442919 0.035 -0.002 0.001 0.26
H 1.471363 1.195820 4.380140 -0.039 0.007 -0.010 0.26
H 2.434251 0.555169 3.196091 -0.010 -0.011 -0.020 0.30
C -1.258098 2.735023 3.243369 0.019 -0.010 0.011 -1.78
C -1.506058 1.617330 4.200261 -0.015 0.020 0.005 0.42
C -0.737320 1.464435 5.357741 -0.005 0.017 0.020 -0.96
C -0.817407 0.315147 6.127267 0.012 -0.005 0.006 -0.59
C -1.692993 -0.702415 5.756632 -0.025 -0.013 -0.026 0.32
C -2.541381 -0.519654 4.664984 -0.006 0.016 0.017 -0.57
C -2.447149 0.629501 3.905253 0.008 -0.020 -0.015 -0.10
C -1.672921 -1.967042 6.438431 0.028 0.000 0.028 0.01
N -1.596996 -3.008897 6.918177 -0.019 0.014 -0.022 -0.53
H -0.865061 3.627358 3.729311 0.004 -0.008 0.010 0.70
H -2.155904 3.010158 2.692349 0.007 -0.002 -0.015 0.48
H -0.072443 2.266507 5.666299 0.001 -0.008 -0.009 0.73
H -0.203352 0.196840 7.010602 -0.001 0.007 -0.005 0.54
H -3.256088 -1.290742 4.406599 0.005 -0.004 0.005 0.45
H -3.094630 0.751048 3.045910 -0.001 0.003 0.011 0.59

***

# 2
89
Properties=species:S:1:pos:R:3:forces:R:3:mulliken_charge:R:1 method="wB97M-V/def2-TZVPD" total_energy_ev=-49866.0164 homo_energy_ev=-9.61 e_lumo_ev=-5.371 charge=+1 mol_weight_g_mol=608.85
C 5.081552 -3.715399 1.137149 -0.246 0.011 0.035 -0.53
C 4.013329 -3.709025 0.233787 0.215 0.276 0.332 -0.95
C 2.932150 -2.840521 0.424153 0.173 -0.287 0.058 -0.45
C 2.864941 -2.001537 1.542385 0.263 -0.011 -0.201 -1.11
C 1.667206 -1.062030 1.782847 0.180 0.481 -0.244 5.13
C 2.132144 0.393412 1.618604 -0.091 0.071 -0.416 -1.00
C 3.341465 0.752333 1.009359 -0.113 0.268 0.178 -0.55
C 3.690642 2.103381 0.877334 -0.224 -0.076 0.035 -0.92
C 2.826446 3.106908 1.317826 -0.140 -0.125 0.108 -0.63
C 1.595382 2.751574 1.887566 0.208 -0.346 -0.122 -1.17
C 1.251877 1.401865 2.016918 0.154 0.696 0.005 0.63
C 0.533276 -1.371553 0.800394 0.323 -0.298 -0.293 -0.96
C 0.107112 -0.465408 -0.168885 -0.280 -0.066 -0.041 -0.31
C -0.944236 -0.794819 -1.032644 0.027 -0.133 0.029 -1.02
C -1.548864 -2.048332 -0.971360 0.047 0.043 0.107 -0.56
C -1.077971 -2.986356 -0.047099 0.268 0.120 0.139 -1.01
C -0.028406 -2.657314 0.815574 -0.528 0.070 -0.379 0.19
C 1.143984 -1.282766 3.246795 -0.087 -0.999 0.655 -0.92
C 2.055557 -0.670037 4.330496 0.262 0.008 -0.041 -1.00
C 1.161480 -0.078570 5.412051 -0.248 -0.005 0.522 -1.04
C -0.269350 -0.092393 4.870452 0.057 0.578 -0.234 -0.55
N -0.193065 -0.758607 3.563889 -0.087 -0.403 0.760 0.96
C -1.357986 -1.326187 3.112666 -0.924 0.305 -0.347 0.08
C -2.551660 -0.651219 3.110484 1.065 -0.082 0.366 -1.23
C -3.690539 -0.997625 2.276336 -0.825 -0.666 -0.551 1.35
C -4.528132 0.020785 1.759996 0.531 -0.221 0.405 -0.92
C -5.631846 -0.283197 0.976946 -0.167 -0.323 -0.137 -0.74
C -5.935248 -1.616874 0.672328 -0.054 -0.021 0.062 -0.58
C -5.085429 -2.636457 1.117830 0.061 0.278 -0.025 -1.19
C -3.965678 -2.331376 1.893186 -0.296 0.586 -0.074 0.18
C 3.984916 -1.950210 2.388161 0.219 -0.468 -0.046 0.19
C 5.064187 -2.824226 2.215397 -0.241 0.122 -0.210 -1.10
H 5.924907 -4.397449 0.999011 -0.320 0.238 0.036 0.40
H 4.013664 -4.374466 -0.627064 0.059 0.158 0.147 0.44
H 2.143336 -2.833541 -0.328549 0.205 -0.029 0.327 0.39
H 4.027523 -0.007399 0.631744 -0.242 0.219 0.173 0.46
H 4.646054 2.360380 0.418277 -0.281 -0.028 0.106 0.43
H 3.098164 4.160187 1.208507 -0.076 -0.384 0.048 0.38
H 0.892313 3.512756 2.224926 0.208 -0.113 -0.134 0.46
H 0.272680 1.125775 2.409045 0.296 0.156 -0.079 0.31
H 0.587204 0.510183 -0.269509 -0.220 -0.355 0.101 0.45
H -1.278655 -0.056679 -1.760586 0.061 -0.208 0.128 0.45
H -2.375381 -2.304653 -1.640113 0.304 0.123 0.241 0.44
H -1.529050 -3.977622 0.008198 0.131 0.208 -0.086 0.42
H 0.346626 -3.409432 1.516353 -0.104 0.246 -0.238 0.52
H 1.107547 -2.383564 3.400459 0.152 0.331 -0.155 0.63
H 2.722503 -1.436646 4.732464 -0.147 0.163 -0.001 0.69
H 2.682164 0.126264 3.913250 -0.176 -0.263 0.034 0.23
H 1.196215 -0.682419 6.327404 0.088 0.176 -0.147 0.32
H 1.473272 0.937033 5.670576 -0.029 -0.185 0.015 0.36
H -0.948571 -0.638652 5.545265 0.066 0.114 -0.283 0.05
H -0.671579 0.925557 4.751649 0.096 -0.178 0.093 0.42
H -1.307456 -2.352184 2.724690 0.093 0.692 -0.209 0.16
H -2.576015 0.331164 3.593271 0.043 -0.147 -0.393 0.35
H -4.246403 1.061162 1.951708 -0.258 -0.333 0.034 0.40
H -6.264640 0.518198 0.588660 0.217 -0.245 0.143 0.43
H -6.833167 -1.861173 0.088430 0.508 0.131 0.246 0.44
H -5.297379 -3.672767 0.855093 0.063 0.225 0.033 0.46
H -3.277956 -3.118696 2.196438 -0.187 0.014 -0.067 0.44
H 4.053110 -1.202752 3.175008 -0.034 -0.330 -0.236 0.55
H 5.892807 -2.792242 2.926488 -0.201 0.014 -0.305 0.42
C -1.859344 -3.749238 6.252359 -1.108 0.367 -0.256 -0.10
C -1.126634 -4.139419 7.420389 0.585 -0.353 0.867 0.67
C 0.009799 -4.978534 7.266598 -0.206 0.180 -0.208 -0.41
C 0.778449 -5.373130 8.351384 0.076 0.006 0.275 -0.68
C 0.436986 -4.965943 9.649118 -0.187 0.113 -0.456 -0.34
C -0.698531 -4.166114 9.834529 -0.242 0.141 -0.112 -0.71
C -1.481978 -3.765960 8.752013 0.276 -0.007 -0.361 -0.33
C -2.931055 -2.850583 6.233869 0.831 -0.028 0.569 -0.19
C -3.800203 -2.680906 5.160794 -0.102 -0.547 0.040 0.27
C -5.048211 -1.976189 5.296522 -0.594 0.512 0.270 0.37
C -6.209024 -2.391235 4.593458 0.497 -0.162 -0.075 -0.19
C -7.432517 -1.772927 4.803396 -0.237 0.202 0.149 -0.71
C -7.550883 -0.719273 5.721508 0.478 -0.295 -0.197 -0.40
C -6.420356 -0.308726 6.441103 0.157 0.104 0.044 -0.81
C -5.189102 -0.919285 6.237434 -0.130 -0.442 0.017 -0.22
H -1.605193 -4.261657 5.315043 -0.016 0.224 0.291 0.32
H 0.281740 -5.305794 6.259998 -0.031 0.089 0.299 0.34
H 1.658252 -5.999341 8.202429 -0.279 0.156 -0.028 0.39
H 1.045362 -5.270424 10.508091 -0.281 0.129 -0.402 0.39
H -0.970771 -3.850422 10.843305 0.015 -0.116 -0.338 0.38
H -2.380463 -3.165907 8.912696 0.351 -0.199 0.088 0.39
H -3.150456 -2.292920 7.153001 0.083 -0.377 -0.390 0.08
H -3.634543 -3.269016 4.249349 -0.115 0.267 0.356 0.37
H -6.143730 -3.264494 3.939314 0.005 0.436 0.026 0.35
H -8.317862 -2.113036 4.261057 0.354 0.065 0.171 0.41
H -8.513101 -0.232008 5.886897 0.299 -0.172 -0.064 0.41
H -6.504441 0.491691 7.179422 0.020 -0.247 -0.274 0.40
H -4.324755 -0.633173 6.841339 -0.318 0.162 -0.305 0.42